DFT (ωB97M-V with the def2-TZVPD basis set) results for a 9-piece molecular cluster, C39H100N4O13 overall.

Last column: Mulliken charge in e.
Atoms and positions in Å:
H1 1.67 3.75 -2.22  0.29
H2 -0.60 -0.61 5.76  0.36
C1 3.29 -5.90 -7.70  -0.43
C2 2.75 1.79 3.25  0.43
C3 -5.55 4.45 -0.41  -0.24
C4 -1.24 1.07 0.84  -1.42
H3 -0.34 -6.66 3.21  0.36
C5 2.48 -6.65 -9.81  -0.70
H4 -1.93 0.95 1.67  -0.09
H5 0.28 -5.49 -2.66  0.30
H6 -0.70 2.00 1.04  0.19
H7 -3.12 1.63 5.51  0.36
H8 1.86 6.71 -2.79  0.28
H9 -8.82 4.78 -0.90  0.28
H10 5.04 -3.15 -1.42  0.18
N1 -3.39 -0.41 5.12  -0.35
C6 -3.15 0.68 6.05  -0.27
H11 3.26 -6.09 -10.35  0.29
H12 -7.18 7.41 -2.43  0.36
C7 3.46 -6.41 -6.27  -0.59
H13 0.88 10.47 -5.85  0.29
H14 3.02 0.14 1.80  -0.18
H15 1.63 -3.41 1.40  -0.36
H16 5.14 -3.40 1.69  0.53
H17 -0.78 -7.07 0.52  0.33
H18 2.14 -0.83 -2.31  0.45
C8 4.14 -3.12 1.32  -1.33
H19 1.98 6.10 -5.74  0.26
H20 3.47 -2.05 3.08  0.23
H21 -4.95 -1.32 9.52  0.23
N2 0.59 5.76 -4.16  -0.34
O1 4.39 -1.06 -4.01  -0.62
C9 -7.23 6.62 -1.67  -0.45
C10 3.08 -4.13 3.42  -1.44
H22 -2.41 -6.38 0.85  0.46
O2 -3.61 3.92 0.90  -0.21
H23 -8.14 5.44 0.60  0.27
H24 -4.70 5.99 0.50  0.21
C11 1.67 5.71 -3.17  -0.42
H25 -3.48 -1.24 5.71  0.42
H26 0.54 4.81 0.53  0.24
H27 3.63 1.72 1.26  0.27
H28 4.42 -2.20 0.80  0.22
O3 1.23 8.50 -6.57  -0.33
C12 -2.20 -0.68 4.29  -0.14
N3 3.80 -5.26 -5.43  -0.27
H29 5.85 -3.09 -2.90  0.44
H30 -5.10 6.94 -1.68  0.40
H31 4.62 -4.82 -3.57  -0.40
H32 3.00 -5.07 2.88  0.21
H33 0.89 -1.10 1.89  -0.43
C13 3.50 1.06 2.13  -0.85
H34 4.00 -4.18 4.01  0.49
H35 2.25 -7.56 -10.35  0.24
H36 -1.87 0.22 3.79  -0.31
H37 -6.57 4.07 -0.54  0.26
H38 4.26 -7.15 -6.22  0.33
H39 -7.24 5.71 -2.28  0.37
C14 1.59 4.54 0.30  -0.36
C15 -0.55 -3.12 6.50  -0.48
O4 -8.39 6.83 -0.91  -0.39
C16 4.16 -5.68 -4.06  -0.25
C17 -0.89 -5.72 3.07  -1.40
H40 1.32 -5.64 -1.25  0.42
C18 -4.96 3.56 0.67  -0.97
H41 -1.91 -6.01 3.33  0.43
H42 0.29 4.82 -4.39  0.25
H43 0.31 6.12 -6.18  0.41
H44 -5.99 -0.07 8.88  0.30
H45 5.89 -1.72 -1.72  0.39
C19 -5.91 6.83 -0.95  -0.77
H46 4.89 -6.50 -4.07  0.54
C20 1.54 9.88 -6.48  -0.72
O5 2.27 -4.83 -2.94  -0.13
H47 -5.53 3.70 1.60  0.45
H48 -1.00 -3.94 7.06  0.26
H49 -1.72 -1.13 -0.50  0.47
H50 -2.43 -1.44 3.54  0.24
C21 0.99 6.43 -5.39  -0.60
H51 -2.07 3.76 2.23  0.22
C22 2.94 -6.04 -3.20  -0.56
C23 -1.05 -1.32 5.07  -0.13
C24 -4.95 -0.33 9.06  -0.80
H52 2.33 1.44 5.32  0.30
H53 2.34 -6.83 -3.65  0.37
H54 3.00 -4.65 -5.29  0.33
C25 2.68 0.87 4.46  -1.20
H55 -5.88 7.76 -0.39  0.38
H56 3.35 -6.43 -2.25  0.40
O6 -1.56 -2.44 5.80  -0.42
C26 1.08 7.94 -5.27  -0.41
O7 2.89 -6.99 -8.51  -0.29
H57 1.58 -6.02 -9.76  0.29
H58 -4.90 4.27 -1.29  0.28
H59 4.78 -1.68 -4.64  0.37
O8 1.92 -2.61 1.90  0.24
N4 -5.60 5.81 0.07  -0.30
H60 2.20 4.92 1.11  0.28
H61 2.54 -6.89 -5.94  0.22
O9 2.00 5.19 -0.88  -0.39
C27 1.13 -5.03 -2.14  -0.72
C28 -0.84 -1.36 0.11  -1.21
H62 -5.04 2.50 0.39  0.37
H63 -1.16 -2.04 0.90  0.00
C29 4.00 -1.84 -2.88  1.60
H64 4.53 0.79 2.37  0.51
H65 2.60 9.99 -6.26  0.29
C30 -8.80 5.65 -0.23  -0.66
H66 0.16 8.37 -4.84  0.29
C31 -3.15 3.64 2.20  -0.90
C32 3.19 -2.92 2.47  0.70
H67 -3.57 4.36 2.90  0.43
C33 1.30 4.76 -2.04  -0.54
C34 -4.24 0.73 7.10  -0.80
H68 0.18 -3.51 5.79  -0.02
H69 2.18 -4.00 4.02  0.18
H70 -1.38 -5.71 -0.40  0.28
H71 2.50 -5.15 -7.71  0.31
H72 0.75 -4.09 -1.73  -0.02
C35 -0.79 -5.20 1.64  0.84
H73 -0.06 -2.45 7.21  0.32
H74 -4.44 0.40 9.70  0.33
H75 3.78 -3.83 0.57  0.19
H76 -9.83 5.85 0.09  0.27
C36 -0.22 -0.07 0.66  1.39
H77 2.95 -1.66 -1.02  -0.02
H78 0.94 1.33 2.76  0.01
H79 1.11 -5.79 1.46  0.21
C37 3.14 -1.07 -1.92  -1.44
H80 0.22 4.74 -1.89  0.33
H81 -0.31 -1.78 4.41  0.18
H82 -3.38 2.61 2.48  0.37
H83 -0.46 -5.01 3.77  0.23
H84 1.47 10.28 -7.50  0.28
H85 3.40 -2.65 -3.31  -0.37
O10 1.46 2.16 2.78  -0.53
O11 -4.19 -0.47 7.86  -0.23
H86 -2.20 0.58 6.61  0.18
H87 0.57 0.26 -0.03  -0.12
H88 3.24 2.74 3.48  0.40
H89 1.62 3.45 0.19  0.08
H90 2.59 5.31 -3.63  0.24
C38 5.26 -2.45 -2.24  -1.44
H91 4.27 -5.55 -8.04  0.32
H92 -5.21 0.81 6.59  0.32
H93 1.92 8.21 -4.62  0.30
O12 0.58 -5.01 1.33  -0.31
H94 -4.19 1.63 7.72  0.49
H95 -1.39 -4.29 1.56  0.03
O13 0.30 -0.32 1.96  1.05
H96 2.10 -0.03 4.25  0.06
H97 3.60 -0.14 -1.57  0.45
H98 3.68 0.56 4.79  0.47
H99 -0.13 -1.83 -0.58  0.08
H100 -1.83 1.17 -0.08  0.52
C39 -1.37 -6.15 0.60  -1.46

Summary:
Net charge   0
SMILES   COCCNCCOC.COCCNCCOC.COCCNCCOC.COCCNCCOC.CC(C)O.CC(C)O.CC(C)O.CC(C)O.CC(C)O
ΔE to the lowest compared entry with this formula, charge and spin   120.5 kJ/mol
LUMO level   0.0092 Ha
Calculated total energy   -2742.8477 Ha



DFT (ωB97M-V with the def2-TZVPD basis set) results for C26H37F6N4O2SSbSi2Ti as an isolated structure.

Last column: Mulliken charge in e.
Atoms and positions in Å:
C1 8.14 8.98 12.66  0.58
Sb1 12.24 11.31 8.36  2.01
C2 9.62 9.72 8.43  0.70
F1 13.67 10.32 7.53  -0.55
F2 11.56 11.65 6.59  -0.58
O1 10.53 10.70 11.27  0.30
H1 5.28 11.58 13.49  0.27
C3 8.38 7.90 15.18  -0.54
H2 10.48 12.05 15.48  0.60
H3 10.31 9.82 6.39  0.47
H4 11.58 8.76 8.74  0.85
H5 5.93 15.69 10.89  0.30
C4 11.80 8.71 11.30  -1.79
H6 8.50 7.47 16.20  0.35
H7 8.33 14.30 12.23  0.21
H8 11.32 12.53 13.97  0.22
C5 8.20 9.55 11.32  -0.33
H9 11.25 8.43 12.25  0.31
H10 4.79 15.01 13.98  0.48
Ti1 9.18 12.31 11.11  -0.49
C6 7.75 14.60 7.59  1.22
H11 7.49 13.55 16.24  0.56
C7 8.05 13.28 12.57  0.65
O2 7.97 10.85 11.16  0.30
H12 8.56 15.61 14.59  0.22
N1 8.54 8.77 10.29  -0.56
C8 7.10 14.45 6.35  -0.53
C9 7.82 9.76 13.79  0.39
C10 5.81 14.79 13.79  -1.40
C11 11.02 9.66 9.01  -0.29
H13 5.88 13.20 5.15  0.38
C12 8.61 7.13 14.09  -0.71
C13 6.39 13.30 6.11  -0.61
H14 5.87 11.40 6.66  0.58
F3 13.19 13.06 8.27  -0.58
H15 10.28 15.37 13.90  0.32
C14 7.84 12.72 15.65  -1.64
C15 7.93 9.20 15.04  -0.92
C16 8.57 7.69 12.81  -0.86
C17 5.69 14.62 10.88  -0.93
H16 9.39 11.23 6.99  0.19
C18 11.02 9.81 10.55  0.22
C19 7.78 13.56 8.50  -1.20
H17 8.78 7.14 11.88  0.46
C20 9.55 15.01 14.60  -1.31
H18 10.49 14.79 11.06  0.19
C21 6.36 12.24 7.01  -1.19
H19 4.60 14.54 10.90  0.44
H20 8.39 12.08 16.37  0.50
C22 9.13 14.98 9.57  0.07
H21 5.99 14.19 9.92  0.13
N2 8.55 13.80 9.68  1.55
F4 13.18 11.06 9.94  -0.57
C23 10.43 12.06 14.42  -1.33
S1 8.73 15.91 8.16  -0.35
H22 10.35 11.07 14.04  0.25
H23 7.08 15.28 5.65  0.40
C24 7.07 12.36 8.24  -0.17
H24 12.76 9.09 11.57  0.45
H25 11.99 7.76 10.77  0.35
C25 9.43 10.14 7.00  -1.37
F5 10.65 13.22 11.72  -0.35
H26 4.09 12.41 12.56  0.59
N3 8.58 9.38 9.06  -0.59
F6 10.70 12.41 9.05  -0.52
H27 9.87 15.04 15.65  0.38
H28 6.90 12.24 15.42  0.42
H29 8.49 9.67 6.65  0.38
Si1 8.99 13.23 14.21  1.32
H30 6.21 14.43 14.74  0.23
Si2 6.19 13.59 12.40  0.34
H31 7.45 10.77 13.72  0.38
H32 7.12 11.50 8.94  0.34
H33 5.23 11.30 11.76  0.26
N4 10.03 15.47 10.45  -0.28
H34 7.81 9.82 15.91  0.40
C26 5.11 12.07 12.53  -0.98
H35 10.36 16.39 10.24  0.22
H36 8.92 6.10 14.17  0.41
H37 6.31 15.72 13.68  0.40

Summary:
Net charge   0
ΔE to the lowest compared entry with this formula, charge and spin   117.3 kJ/mol
LUMO level   -0.0386 Ha
Calculated total energy   -4048.7968 Ha



DFT (ωB97M-V with the def2-TZVPD basis set) results for a 2-piece molecular cluster, C4H4O2 overall.

Last column: Mulliken charge in e.
Atoms and positions in Å:
H1 -0.14 1.45 -0.13  0.35
H2 -1.82 1.44 0.13  0.33
C1 -0.89 -0.41 -0.35  0.54
C2 -0.93 0.89 0.35  -1.07
O1 -1.58 -1.15 -0.95  -0.36
H3 -0.52 0.78 1.27  0.45
H4 0.93 -2.16 0.65  0.30
O2 2.21 0.60 -0.87  -0.48
C3 1.04 -1.08 0.36  -0.84
C4 1.70 -0.37 -0.45  0.77

Summary:
Net charge   0
ΔE to the lowest compared entry with this formula, charge and spin   273.7 kJ/mol
LUMO level   0.0094 Ha
Calculated total energy   -305.1752 Ha



DFT (ωB97M-V with the def2-TZVPD basis set) results for C43H63InN2P2Si as an isolated structure.

Last column: Mulliken charge in e.
Atoms and positions in Å:
C1 2.38 -4.84 1.53  0.94
H1 -2.98 0.99 -2.73  -0.03
H2 -4.48 -2.57 1.36  0.34
H3 5.64 4.34 1.30  0.56
C2 2.10 5.48 0.39  -0.39
H4 -1.78 3.32 3.13  0.48
C3 1.92 -4.31 2.74  -0.96
H5 -2.85 -1.66 -4.25  0.40
C4 -2.60 3.34 -1.25  -1.04
H6 -2.98 -3.87 -1.49  0.20
H7 1.96 -2.03 -0.29  0.20
H8 3.64 4.48 2.84  0.63
H9 2.20 2.81 -4.11  0.61
C5 -4.27 -1.59 1.76  -0.32
H10 3.03 -6.54 0.55  0.20
C6 -5.02 0.32 3.01  -0.93
H11 1.07 5.83 0.32  0.40
H12 1.18 0.52 -1.24  -0.44
C7 -1.17 2.23 0.39  0.45
H13 -3.58 3.49 -1.67  0.38
N1 2.81 -6.13 1.44  -0.46
C8 -3.37 -0.83 -1.65  -0.85
H14 3.95 2.82 -2.30  0.61
C9 3.58 4.00 1.85  -1.07
H15 -3.60 1.89 3.23  0.34
In1 1.18 0.16 2.55  1.78
H16 3.56 0.86 -4.16  0.37
H17 -2.44 -0.08 -4.90  0.45
C10 -2.19 -3.58 0.49  -0.09
H18 -0.15 -4.11 0.99  -0.98
H19 2.60 3.85 -1.94  0.12
H20 3.65 1.94 -0.23  0.88
C11 4.48 6.13 0.87  -0.87
H21 1.90 -4.91 3.64  0.35
C12 -3.29 -4.05 -0.46  -0.88
N2 1.52 -2.18 1.72  0.42
H22 -5.78 0.83 3.58  0.42
C13 2.40 -3.99 0.42  -0.87
C14 -3.57 -5.55 -0.29  -1.12
H23 -4.00 -0.34 -0.90  0.42
C15 -1.95 -1.00 -1.10  2.34
C16 -0.24 3.78 -1.24  -0.23
H24 -6.21 -1.44 2.66  0.43
C17 1.52 -2.99 2.78  -0.61
C18 4.64 4.61 0.94  -0.24
H25 -3.82 -1.80 -1.85  0.25
H26 -0.10 2.92 3.46  0.35
H27 1.21 -2.55 3.72  0.46
P1 -1.69 -1.79 0.57  0.42
H28 -0.52 -4.23 -0.72  0.24
H29 3.42 -0.78 3.37  0.23
C19 -1.10 2.50 3.35  -1.75
H30 -0.61 0.16 -3.24  -0.37
H31 2.74 -4.34 -0.54  0.36
H32 -1.56 0.01 -0.93  -1.67
C20 -2.45 -0.67 -3.99  -1.21
H33 -1.50 -6.12 1.46  0.39
C21 -2.76 0.28 2.08  -0.25
H34 -4.36 -5.86 -0.98  0.41
C22 2.26 0.56 -1.05  -0.38
H35 -1.62 4.68 -2.62  0.44
C23 2.69 2.01 -0.74  0.76
H36 2.85 7.51 0.49  0.45
C24 -0.92 -4.43 0.28  0.82
C25 -1.20 -5.92 0.43  -0.87
H37 1.93 0.22 -4.11  0.31
H38 2.69 -6.76 2.22  0.20
H39 -0.28 -6.49 0.25  0.37
H40 -2.52 -7.44 -0.37  0.44
C26 -5.26 -0.95 2.49  -1.06
C27 -0.06 2.91 -0.16  0.44
C28 -2.43 2.47 -0.18  0.07
C29 -2.31 -6.37 -0.51  -0.81
H41 2.82 -1.06 -2.38  0.30
C30 -1.03 -1.64 -2.15  -0.63
H42 2.44 5.28 -0.63  -0.01
H43 -4.37 0.09 -3.33  0.47
C31 2.67 0.78 -3.53  -0.90
H44 -3.95 -5.73 0.72  0.37
H45 -1.38 2.07 4.32  0.47
H46 4.54 4.17 -0.06  -0.10
C32 2.88 2.81 -2.06  -1.01
C33 -3.35 -0.02 -2.94  -0.39
C34 -1.50 4.00 -1.79  -0.99
C35 2.16 4.22 1.26  0.11
C36 -3.03 -0.99 1.53  0.14
Si1 -1.09 1.18 1.98  0.50
C37 2.69 -0.17 3.90  -1.38
H47 1.06 2.12 -2.97  -0.21
H48 -1.36 -2.66 -2.37  0.48
H49 -1.98 -6.25 -1.55  0.32
C38 3.01 6.55 0.99  -0.97
H50 2.74 6.70 2.04  0.37
H51 -3.30 1.96 0.22  0.29
H52 -2.52 -3.78 1.52  0.99
H53 -0.01 -1.73 -1.75  -0.36
H54 -4.21 -3.48 -0.31  0.43
H55 1.47 4.37 2.09  0.34
H56 3.77 2.94 2.03  0.37
C39 1.96 -2.69 0.57  -0.38
H57 0.60 4.30 -1.66  0.41
H58 -0.38 -1.31 -4.19  0.51
H59 5.06 6.60 1.67  0.32
C40 3.02 0.01 -2.25  -0.85
H60 2.44 -0.05 -0.16  0.49
H61 3.15 0.79 4.16  0.33
H62 4.09 0.10 -2.04  0.46
C41 -3.78 0.91 2.80  -0.06
P2 1.56 2.60 0.60  -1.45
C42 -1.03 -0.83 -3.44  0.04
C43 2.13 2.18 -3.22  -0.55
H63 4.90 6.50 -0.07  0.37

Summary:
Net charge   0
ΔE to the lowest compared entry with this formula, charge and spin   2.1 kJ/mol
LUMO level   0.0194 Ha
Calculated total energy   -2948.1174 Ha